1.
Density functional theory data (the ωB97M-V functional and the def2-TZVPD basis) for a single C20H26FNO4 molecule.

**Molar mass**: 363.4 g/mol
**Total charge**: 0
**Relative energy (zero: lowest compared OMol25 entry of this formula, charge and spin)**: 0.0572 eV
**Structure (SMILES)**: C[C@H](OC(=O)CCC(=O)c1ccc(F)cc1)C(=O)N[C@H]1CCCC[C@@H]1C

Each line ends with the Mulliken charge.
Cartesian coordinates (Å):
1 C -2.29 -1.97 1.90  -1.63
2 C -1.67 -0.83 1.11  0.36
3 O -1.47 -1.18 -0.27  -0.27
4 C -0.55 -2.10 -0.57  0.53
5 O 0.15 -2.67 0.22  -0.63
6 C -0.49 -2.32 -2.07  -0.72
7 C 0.14 -1.09 -2.74  -1.01
8 C -0.68 0.15 -2.47  0.59
9 O -0.25 1.05 -1.78  -0.72
10 C -2.05 0.22 -3.04  0.40
11 C -2.47 -0.55 -4.13  -0.03
12 C -3.76 -0.44 -4.60  -0.85
13 C -4.63 0.44 -3.98  0.40
14 F -5.89 0.54 -4.44  -0.32
15 C -4.24 1.22 -2.91  -0.65
16 C -2.95 1.11 -2.45  -0.56
17 C -0.38 -0.32 1.79  0.41
18 O -0.18 -0.53 2.97  -0.69
19 N 0.42 0.39 0.99  0.51
20 C 1.65 1.05 1.42  -0.61
21 C 1.34 2.12 2.47  -0.94
22 C 2.61 2.85 2.88  -0.76
23 C 3.63 1.86 3.43  -0.64
24 C 3.94 0.80 2.38  -1.03
25 C 2.68 0.04 1.96  0.69
26 C 3.01 -1.02 0.91  -1.44
27 H -1.61 -2.81 1.93  0.35
28 H -2.46 -1.63 2.92  0.43
29 H -3.23 -2.27 1.45  0.40
30 H -2.36 0.02 1.05  0.36
31 H 0.12 -3.20 -2.27  0.39
32 H -1.50 -2.47 -2.45  0.48
33 H 1.14 -0.93 -2.33  0.41
34 H 0.23 -1.25 -3.82  0.39
35 H -1.79 -1.22 -4.63  0.35
36 H -4.10 -1.03 -5.44  0.45
37 H -4.95 1.90 -2.46  0.44
38 H -2.61 1.71 -1.62  0.50
39 H 0.13 0.58 0.04  0.09
40 H 2.06 1.53 0.53  0.48
41 H 0.61 2.82 2.06  0.35
42 H 0.90 1.63 3.34  0.35
43 H 2.37 3.60 3.64  0.37
44 H 3.03 3.37 2.02  0.34
45 H 4.55 2.38 3.71  0.34
46 H 3.23 1.38 4.32  0.34
47 H 4.39 1.27 1.50  0.37
48 H 4.67 0.08 2.78  0.35
49 H 2.24 -0.45 2.83  0.38
50 H 2.14 -1.63 0.69  0.09
51 H 3.36 -0.55 -0.01  0.34
52 H 3.79 -1.68 1.28  0.47

=====

2.
Density functional theory data (the ωB97M-V functional and the def2-TZVPD basis) for C27H29IrN5O4S as an isolated structure in a non-equilibrium geometry.

**Molar mass**: 711.8 g/mol
**Total charge**: +2
**Expectation value of S²**: 0.80
**Relative energy (zero: lowest compared OMol25 entry of this formula, charge and spin)**: 1.0490 eV
**Multiplicity**: 2

Each line ends with the Mulliken charge.
Cartesian coordinates (Å):
1 Ir 0.13 0.21 -0.85  2.59
2 O -0.30 0.29 -2.78  -0.17
3 C -1.39 0.57 -3.38  0.62
4 C -1.34 0.65 -4.80  -0.74
5 C -2.47 0.94 -5.50  -0.48
6 C -3.73 1.15 -4.85  -0.72
7 C -3.81 1.08 -3.50  -1.39
8 C -2.65 0.79 -2.71  1.51
9 C -2.80 0.73 -1.33  -1.06
10 N -1.84 0.46 -0.43  0.85
11 N -2.31 0.46 0.81  -1.10
12 C -1.30 0.20 1.70  0.10
13 O -0.16 -0.11 1.29  -0.77
14 C -1.60 0.30 3.12  0.63
15 C -0.58 0.11 4.05  -0.32
16 C -0.84 0.24 5.40  -0.88
17 C -2.13 0.54 5.83  -0.41
18 C -3.16 0.72 4.91  -0.79
19 C -2.90 0.60 3.56  -0.38
20 H -0.39 0.48 -5.28  0.55
21 H -2.43 1.00 -6.58  0.45
22 H -4.61 1.38 -5.44  0.44
23 H -4.76 1.25 -2.99  0.46
24 H -3.78 0.92 -0.90  0.56
25 H 0.41 -0.14 3.71  0.38
26 H -0.05 0.10 6.13  0.44
27 H -2.34 0.63 6.89  0.42
28 H -4.16 0.95 5.25  0.43
29 H -3.69 0.73 2.84  0.45
30 C 5.19 -0.54 -0.74  -0.83
31 N 4.09 -1.42 -0.33  0.30
32 C 4.20 -2.48 0.56  -0.59
33 C 2.99 -3.07 0.64  -0.45
34 N 2.15 -2.36 -0.22  0.55
35 C 2.84 -1.36 -0.80  -0.08
36 S 2.20 -0.27 -1.93  -0.59
37 C 0.85 -2.76 -0.60  0.52
38 C 0.61 -4.12 -0.67  -0.97
39 C -0.66 -4.57 -0.97  -0.58
40 C -1.65 -3.64 -1.21  -1.11
41 C -1.33 -2.30 -1.16  0.07
42 N -0.09 -1.83 -0.85  -0.04
43 H 6.12 -0.98 -0.41  0.37
44 H 5.06 0.44 -0.28  0.26
45 H 5.19 -0.43 -1.82  0.38
46 H 5.12 -2.70 1.07  0.49
47 H 2.65 -3.88 1.25  0.58
48 H 1.43 -4.81 -0.51  0.63
49 H -0.86 -5.63 -1.02  0.47
50 H -2.66 -3.93 -1.45  0.49
51 H -2.08 -1.57 -1.38  0.26
52 C -0.92 3.17 -0.28  -0.87
53 O 0.16 2.41 -0.90  -0.31
54 C 1.44 3.02 -0.53  -0.91
55 C 1.90 2.57 0.83  -0.51
56 O 2.15 1.20 0.69  0.26
57 C 2.65 0.59 1.88  -0.76
58 H -0.71 4.22 -0.44  0.43
59 H -0.99 2.96 0.79  0.31
60 H -1.84 2.91 -0.77  0.18
61 H 1.32 4.10 -0.56  0.56
62 H 2.14 2.71 -1.31  0.30
63 H 1.15 2.75 1.61  0.26
64 H 2.81 3.12 1.11  0.49
65 H 3.64 0.98 2.11  0.34
66 H 2.71 -0.48 1.70  0.20
67 H 1.98 0.77 2.71  0.24

=====

3.
Density functional theory data (the ωB97M-V functional and the def2-TZVPD basis) for a 12-piece molecular cluster, C26H76O12 overall in a non-equilibrium geometry.

**Molar mass**: 580.9 g/mol
**Total charge**: 0
**Relative energy (zero: lowest compared OMol25 entry of this formula, charge and spin)**: 4.4843 eV
**Structure (SMILES)**: CC(C)O.CC(C)O.CC(C)O.CC(C)O.CC(C)O.CC(C)O.CC(C)O.CO.CO.CO.CO.CO

Each line ends with the Mulliken charge.
Cartesian coordinates (Å):
1 C -2.79 7.18 0.56  -1.37
2 C -3.36 6.63 1.86  0.68
3 C -4.71 7.15 2.19  -1.34
4 O -3.43 5.25 1.60  -0.55
5 H -1.82 6.73 0.41  0.39
6 H -2.67 8.26 0.58  0.35
7 H -3.45 6.90 -0.27  0.34
8 H -2.65 6.74 2.69  0.17
9 H -5.16 6.73 3.09  0.35
10 H -5.45 6.90 1.43  0.31
11 H -4.71 8.21 2.44  0.36
12 H -2.72 4.97 1.02  0.30
13 C 0.83 0.09 1.70  -1.19
14 C 0.71 -0.19 0.23  0.50
15 C -0.33 -1.22 -0.18  -1.32
16 O 0.39 0.95 -0.45  -0.56
17 H -0.16 0.35 2.07  0.31
18 H 1.57 0.88 1.84  0.28
19 H 1.18 -0.79 2.24  0.34
20 H 1.69 -0.43 -0.18  0.32
21 H -1.30 -0.97 0.25  0.33
22 H -0.04 -2.17 0.26  0.35
23 H -0.49 -1.29 -1.25  0.31
24 H 1.20 1.35 -0.78  0.33
25 C -10.70 -3.28 4.17  -1.24
26 C -9.96 -2.16 3.41  0.50
27 C -9.34 -1.17 4.49  -1.29
28 O -8.86 -2.68 2.64  -0.56
29 H -10.10 -3.60 5.02  0.30
30 H -10.94 -4.13 3.52  0.34
31 H -11.70 -2.98 4.50  0.36
32 H -10.63 -1.67 2.71  0.19
33 H -8.60 -1.64 5.14  0.37
34 H -10.10 -0.87 5.22  0.33
35 H -8.77 -0.30 4.16  0.38
36 H -8.33 -1.95 2.31  0.32
37 C 4.36 -9.95 1.16  -1.11
38 C 4.27 -8.76 0.16  0.53
39 C 5.28 -7.65 0.41  -1.29
40 O 4.39 -9.14 -1.17  -0.56
41 H 3.51 -9.87 1.84  0.29
42 H 5.27 -10.01 1.76  0.29
43 H 4.36 -10.91 0.64  0.33
44 H 3.23 -8.43 0.22  0.19
45 H 5.28 -6.86 -0.34  0.40
46 H 6.31 -8.01 0.52  0.31
47 H 5.08 -7.14 1.35  0.32
48 H 4.30 -8.36 -1.71  0.30
49 C -2.23 -1.31 9.94  -1.27
50 C -2.41 0.17 10.42  0.56
51 C -3.23 0.95 9.48  -1.29
52 O -3.04 0.05 11.67  -0.56
53 H -1.54 -1.86 10.58  0.35
54 H -1.86 -1.44 8.93  0.35
55 H -3.15 -1.89 10.03  0.33
56 H -1.43 0.62 10.60  0.20
57 H -2.80 1.01 8.48  0.37
58 H -3.28 1.97 9.87  0.31
59 H -4.23 0.53 9.43  0.33
60 H -2.46 -0.42 12.27  0.33
61 C 0.80 -0.50 -8.16  -1.29
62 C -0.27 -1.39 -8.77  0.51
63 C -0.15 -1.46 -10.33  -1.25
64 O 0.11 -2.59 -8.15  -0.53
65 H 0.78 -0.28 -7.09  0.32
66 H 0.66 0.46 -8.65  0.36
67 H 1.82 -0.79 -8.42  0.32
68 H -1.31 -1.13 -8.56  0.22
69 H -0.83 -2.22 -10.73  0.35
70 H 0.83 -1.76 -10.71  0.34
71 H -0.47 -0.52 -10.79  0.34
72 H -0.47 -3.27 -8.53  0.31
73 C 8.24 -0.19 -6.31  -1.21
74 C 7.99 -0.40 -4.78  0.39
75 C 8.59 -1.66 -4.14  -1.21
76 O 8.41 0.75 -4.12  -0.55
77 H 7.94 -1.11 -6.82  0.35
78 H 9.31 -0.17 -6.51  0.34
79 H 7.80 0.68 -6.81  0.30
80 H 6.91 -0.54 -4.69  0.27
81 H 7.99 -2.54 -4.34  0.36
82 H 8.72 -1.46 -3.07  0.34
83 H 9.61 -1.87 -4.48  0.29
84 H 9.35 0.86 -4.27  0.34
85 C 4.76 5.86 -4.33  -0.54
86 O 4.40 4.81 -3.51  -0.46
87 H 3.96 6.61 -4.26  0.21
88 H 5.69 6.36 -4.06  0.25
89 H 4.86 5.53 -5.37  0.24
90 H 5.23 4.33 -3.51  0.30
91 C 8.13 3.92 2.33  -0.51
92 O 8.45 4.55 3.55  -0.50
93 H 8.10 4.67 1.54  0.20
94 H 8.91 3.23 2.03  0.27
95 H 7.13 3.48 2.38  0.24
96 H 8.62 3.83 4.16  0.30
97 C 3.43 7.56 3.38  -0.54
98 O 4.25 7.79 4.49  -0.49
99 H 2.82 6.66 3.49  0.24
100 H 2.76 8.39 3.13  0.23
101 H 3.99 7.49 2.45  0.24
102 H 5.07 7.30 4.35  0.31
103 C -5.67 -5.50 -4.31  -0.45
104 O -6.34 -6.49 -5.12  -0.51
105 H -6.44 -4.98 -3.73  0.23
106 H -4.89 -5.91 -3.68  0.24
107 H -5.08 -4.90 -5.00  0.19
108 H -6.86 -7.06 -4.55  0.29
109 C -6.03 1.76 -2.65  -0.50
110 O -6.23 1.32 -1.34  -0.47
111 H -6.39 0.94 -3.27  0.20
112 H -6.54 2.69 -2.92  0.24
113 H -4.97 1.85 -2.88  0.24
114 H -5.72 1.90 -0.77  0.29

=====

4.
Density functional theory data (the ωB97M-V functional and the def2-TZVPD basis) for C14H25AlF3N2O4Si2Te as an isolated structure in a non-equilibrium geometry.

**Molar mass**: 553.1 g/mol
**Total charge**: +1
**Relative energy (zero: lowest compared OMol25 entry of this formula, charge and spin)**: 0.6582 eV

Each line ends with the Mulliken charge.
Cartesian coordinates (Å):
1 Al -0.06 -0.98 0.94  0.26
2 O 2.17 -5.44 -1.73  -0.49
3 C 0.99 -5.76 -1.22  0.42
4 O 0.53 -6.86 -1.28  -0.54
5 C 0.20 -4.67 -0.56  0.22
6 C -1.05 -4.89 0.00  -0.40
7 N -1.48 -3.74 0.52  -0.13
8 N -0.58 -2.77 0.34  0.55
9 C 0.45 -3.32 -0.31  -0.46
10 C 1.60 -2.40 -0.57  1.12
11 O 2.58 -2.73 -1.17  -0.72
12 O 1.37 -1.19 -0.07  -0.12
13 H 2.41 -4.49 -1.59  0.42
14 H -1.62 -5.81 0.04  0.56
15 H -2.34 -3.55 1.02  0.19
16 C -1.28 0.55 -2.11  -0.55
17 Si -2.77 1.09 -1.11  0.03
18 C -3.85 2.26 -2.04  -1.07
19 C -3.64 -0.45 -0.53  -0.80
20 C -2.24 2.01 0.47  -0.95
21 Te -0.35 1.58 1.36  0.30
22 C 0.99 2.29 -0.14  -0.91
23 Si 2.63 2.85 0.66  0.24
24 C 2.25 4.43 1.57  -1.03
25 C 3.87 3.08 -0.69  -1.06
26 C 3.19 1.52 1.85  -0.91
27 H -1.61 -0.08 -2.94  0.39
28 H -0.59 -0.06 -1.51  -0.13
29 H -0.72 1.38 -2.53  0.33
30 H -4.33 1.77 -2.90  0.32
31 H -3.28 3.11 -2.42  0.32
32 H -4.64 2.65 -1.40  0.34
33 H -4.00 -1.04 -1.38  0.37
34 H -4.51 -0.21 0.10  0.36
35 H -2.97 -1.08 0.06  0.11
36 H -2.95 1.79 1.27  0.52
37 H -2.23 3.10 0.35  0.54
38 H 0.48 3.12 -0.64  0.55
39 H 1.15 1.49 -0.86  0.38
40 H 1.88 5.20 0.88  0.33
41 H 3.14 4.82 2.06  0.34
42 H 1.49 4.28 2.34  0.34
43 H 3.51 3.73 -1.49  0.34
44 H 4.14 2.11 -1.14  0.33
45 H 4.79 3.52 -0.29  0.34
46 H 2.36 1.04 2.40  0.23
47 H 3.86 1.93 2.60  0.39
48 H 3.72 0.73 1.32  0.27
49 F -0.25 -0.54 3.83  -0.18
50 C -0.30 -1.47 2.88  0.26
51 F -0.38 -2.64 3.48  -0.21
52 F -1.72 -1.27 2.28  -0.33

=====

> molar mass of number 1 (C20H26FNO4)?

363.4 g/mol